No. 1
This record from the Open Molecules 2025 dataset describes a 2-piece molecular cluster, C3H8O2S overall. The level of theory is ωB97M-V/def2-TZVPD.

Last column: Löwdin charge in e.
Cartesian coordinates (Å):
1 O 1.296 0.976 -2.922  0.01
2 C 1.111 0.603 -1.772  -0.29
3 C 0.816 1.405 -0.569  -0.25
4 C -0.527 2.072 -0.248  -0.53
5 S -1.025 3.004 -1.770  0.67
6 H 1.115 -0.487 -1.865  0.12
7 H 1.532 2.324 -0.701  0.17
8 H 0.837 0.651 0.154  0.09
9 H -1.426 1.425 -0.022  0.09
10 H -0.360 2.881 0.466  0.06
11 H -2.198 3.261 -1.129  -0.14
12 H -0.896 -5.821 2.970  -0.01
13 H -0.237 -6.352 4.130  0.04
14 O -0.038 -5.942 3.279  -0.03

The value obtained for the maximum force is 0.0841 Eh/bohr. The HOMO energy comes out at -9.1 eV. As for the LUMO energy: 0.498 eV. The energy relative to the best compared isomer or geometry (same formula, charge and spin) comes out at 227.16 kJ/mol. The calculation puts the energy at -667.6944 Ha. Its SMILES is O=CCCS.O.

***

No. 2
This record from the Open Molecules 2025 dataset describes a 2-piece molecular cluster, C3H8O2S2 overall. The level of theory is ωB97M-V/def2-TZVPD.

Last column: Löwdin charge in e.
Cartesian coordinates (Å):
1 C 1.030 -0.645 0.485  -0.21
2 C 0.967 -1.081 1.963  -0.21
3 O 0.350 -0.391 2.787  0.01
4 C -0.275 -1.200 -0.081  -0.61
5 S -0.581 -0.999 -1.864  0.43
6 S -0.894 1.070 -1.894  0.31
7 H 0.985 0.456 0.466  0.08
8 H 1.922 -1.046 0.007  0.11
9 H 1.594 -1.896 2.371  0.13
10 H -0.343 -2.292 0.141  0.09
11 H -1.096 -0.767 0.530  0.09
12 H -0.566 1.270 -3.200  -0.18
13 H 0.810 1.677 2.862  0.00
14 H 0.590 2.217 1.504  -0.01
15 O 0.820 2.492 2.369  -0.03

The value obtained for the maximum force is 0.0604 Eh/bohr. The HOMO energy comes out at -8.7 eV. As for the LUMO energy: 0.204 eV. The energy relative to the best compared isomer or geometry (same formula, charge and spin) comes out at 143.52 kJ/mol. The calculation puts the energy at -1065.9274 Ha. Its SMILES is O=CCCSS.O.

***

No. 3
This record from the Open Molecules 2025 dataset describes a 2-piece molecular cluster, C3H8O2Si overall. The level of theory is ωB97M-V/def2-TZVPD.

Last column: Löwdin charge in e.
Cartesian coordinates (Å):
1 C -0.713 -0.312 -0.470  -0.45
2 C 0.146 -1.529 -0.573  -0.06
3 C -1.843 -0.386 -1.165  0.04
4 O -0.131 0.731 0.222  0.00
5 O -0.028 2.818 2.715  -0.42
6 Si 1.322 2.505 2.191  0.60
7 H -0.532 -2.214 -0.987  0.04
8 H 1.053 -1.415 -1.328  0.13
9 H 0.585 -1.870 0.341  0.07
10 H -2.083 -1.384 -1.667  0.09
11 H -2.530 0.418 -1.369  0.05
12 H -0.793 1.368 0.364  0.06
13 H 1.587 3.494 1.187  -0.07
14 H 2.539 1.763 2.457  -0.08

The value obtained for the maximum force is 0.0583 Eh/bohr. The HOMO energy comes out at -9.3 eV. As for the LUMO energy: -0.017 eV. The energy relative to the best compared isomer or geometry (same formula, charge and spin) comes out at 401.78 kJ/mol. The calculation puts the energy at -558.9975 Ha. Its SMILES is O=[SiH2].C=C(C)O.

***

No. 4
This record from the Open Molecules 2025 dataset describes a single C3H8O3 molecule. The level of theory is ωB97M-V/def2-TZVPD.

Last column: Löwdin charge in e.
Cartesian coordinates (Å):
1 C -1.621 -0.143 -0.372  -0.48
2 C -0.117 0.508 -0.132  -0.20
3 C 2.073 0.326 0.278  0.09
4 O 0.715 -0.649 -0.101  -0.20
5 O -1.362 -1.330 -0.949  -0.05
6 O -2.277 -0.237 0.867  -0.01
7 H -0.251 -1.448 -0.724  0.14
8 H -1.964 -1.044 1.299  0.10
9 H -2.204 0.535 -1.000  0.14
10 H -0.178 1.034 0.819  0.11
11 H 0.111 1.149 -0.988  0.12
12 H 2.560 -0.406 0.913  0.08
13 H 2.022 1.276 0.808  0.08
14 H 2.493 0.429 -0.719  0.08

The value obtained for the maximum force is 0.1176 Eh/bohr. The HOMO energy comes out at -9.6 eV. As for the LUMO energy: 0.526 eV. The energy relative to the best compared isomer or geometry (same formula, charge and spin) comes out at 361.53 kJ/mol. The calculation puts the energy at -344.7107 Ha. Its SMILES is COCC(O)O.

***

No. 5
This record from the Open Molecules 2025 dataset describes a single C3H8O3 molecule. The level of theory is ωB97M-V/def2-TZVPD.

Last column: Löwdin charge in e.
Cartesian coordinates (Å):
1 C -0.931 0.860 -0.118  -0.03
2 C 1.336 -0.257 0.002  -0.10
3 C -0.337 -0.425 0.143  -0.65
4 O 1.664 1.126 -0.203  -0.12
5 O -0.520 -0.878 1.460  0.00
6 O -0.755 -1.337 -0.815  0.00
7 H -1.399 1.027 -1.163  0.13
8 H -1.762 1.023 0.565  0.08
9 H -0.255 1.693 0.103  0.09
10 H 1.735 -0.716 -0.860  0.10
11 H 1.613 -0.687 0.904  0.09
12 H 1.426 1.439 -1.140  0.14
13 H -1.460 -0.629 1.746  0.14
14 H -0.354 -2.239 -0.623  0.14

The value obtained for the maximum force is 0.0849 Eh/bohr. The HOMO energy comes out at -9.6 eV. As for the LUMO energy: 0.719 eV. The energy relative to the best compared isomer or geometry (same formula, charge and spin) comes out at 194.92 kJ/mol. The calculation puts the energy at -344.7741 Ha. Its SMILES is CC(O)(O)CO.

***

No. 6
This record from the Open Molecules 2025 dataset describes a 2-piece molecular cluster, C3H8O3 overall. The level of theory is ωB97M-V/def2-TZVPD.

Last column: Löwdin charge in e.
Cartesian coordinates (Å):
1 O -1.724 -0.464 1.161  0.09
2 C -1.288 -0.775 0.077  -0.50
3 O -1.496 -2.133 -0.257  0.02
4 C -0.497 -0.038 -0.925  -0.15
5 C 1.026 -0.338 -0.765  -0.10
6 H -2.275 -2.495 0.285  0.15
7 H -0.402 1.043 -0.774  0.11
8 H -0.623 -0.181 -2.074  0.15
9 H 1.307 -1.101 -1.515  0.08
10 H 1.324 -0.601 0.226  0.07
11 H 1.564 0.588 -0.976  0.07
12 H 0.839 1.459 1.862  -0.01
13 H 1.300 2.753 2.206  0.03
14 O 0.944 2.284 1.468  -0.01

The value obtained for the maximum force is 0.0715 Eh/bohr. The HOMO energy comes out at -10.5 eV. As for the LUMO energy: 0.732 eV. The energy relative to the best compared isomer or geometry (same formula, charge and spin) comes out at 102.80 kJ/mol. The calculation puts the energy at -344.8092 Ha. Its SMILES is CCC(=O)O.O.

***

No. 7
This record from the Open Molecules 2025 dataset describes a 2-piece molecular cluster, C3H8O3 overall. The level of theory is ωB97M-V/def2-TZVPD.

Last column: Löwdin charge in e.
Cartesian coordinates (Å):
1 C 1.705 0.789 -0.390  -0.30
2 O 2.778 1.312 0.453  -0.12
3 C 0.814 1.744 -1.193  -0.08
4 H 2.147 -0.029 -0.916  0.09
5 H 0.971 0.357 0.414  0.11
6 H 3.567 0.868 0.044  0.09
7 H 0.061 2.204 -0.570  0.07
8 H 1.390 2.518 -1.804  0.10
9 H 0.345 1.106 -1.870  0.04
10 O -1.548 -2.419 0.248  0.13
11 C -1.517 -1.340 0.653  -0.41
12 O -2.516 -0.442 0.355  0.03
13 H -0.874 -0.842 1.449  0.15
14 H -3.328 -0.945 0.389  0.10

The value obtained for the maximum force is 0.0889 Eh/bohr. The HOMO energy comes out at -10.2 eV. As for the LUMO energy: 0.790 eV. The energy relative to the best compared isomer or geometry (same formula, charge and spin) comes out at 182.41 kJ/mol. The calculation puts the energy at -344.7789 Ha. Its SMILES is O=CO.CCO.

***

No. 8
This record from the Open Molecules 2025 dataset describes a 2-piece molecular cluster, C3H8O3 overall. The level of theory is ωB97M-V/def2-TZVPD.

Last column: Löwdin charge in e.
Cartesian coordinates (Å):
1 O 1.444 -0.065 -1.048  0.08
2 C 0.244 0.184 -1.157  -0.47
3 O -0.207 1.337 -1.764  0.08
4 C -1.030 -0.507 -0.560  -0.15
5 C -1.383 0.111 0.820  -0.10
6 H 0.219 1.480 -2.567  0.08
7 H -0.935 -1.765 -0.476  0.17
8 H -1.988 -0.405 -1.247  0.13
9 H -0.905 1.050 1.148  0.10
10 H -0.939 -0.541 1.467  0.00
11 H -2.429 0.249 0.848  0.06
12 H 1.650 -1.401 3.367  0.10
13 H 1.304 -0.559 2.088  0.02
14 O 0.892 -0.876 2.905  -0.10

The value obtained for the maximum force is 0.0715 Eh/bohr. The HOMO energy comes out at -10.6 eV. As for the LUMO energy: 0.690 eV. The energy relative to the best compared isomer or geometry (same formula, charge and spin) comes out at 164.97 kJ/mol. The calculation puts the energy at -344.7855 Ha. Its SMILES is CCC(=O)O.O.